Entry 1:
# C4H11N3O2

A cluster of 2 separate species, C4H11N3O2 in total in a non-equilibrium geometry (ωB97M-V/def2-TZVPD, the OMol25 dataset).

The geometry in XYZ format:
```
20
Properties=species:S:1:pos:R:3:forces:R:3
C -1.930451 0.809921 -0.086993 -0.1 0.1 0.3
C -0.732257 0.851957 1.980183 0.4 0.1 1.3
N -1.056654 0.060485 0.860460 0.3 1.5 -0.1
N -1.762165 1.322402 2.785355 -0.6 -0.4 -0.3
N 0.510499 1.089007 2.194048 0.3 -0.4 0.1
H -0.118054 0.020130 0.447395 -0.6 -0.6 -0.3
H -1.535971 1.821020 -0.236679 0.0 0.0 -0.1
H -2.925139 0.914280 0.366128 0.2 -0.2 -0.4
H -2.607941 0.783423 2.869771 0.0 -0.1 -0.3
H -1.605722 1.888386 3.604669 0.6 -0.1 -0.3
H 2.392030 -0.202243 -0.184647 -1.2 0.4 -0.2
H 0.728935 1.383657 3.148627 -0.4 0.3 -0.4
H -1.968952 0.331054 -1.072259 -0.1 -0.1 0.5
C 2.024122 -2.007434 -2.804636 -1.8 -0.9 -0.9
C 1.384574 -0.963329 -1.849281 1.6 -0.5 0.3
O 0.297955 -0.479643 -1.760731 -0.2 -0.3 -0.5
O 2.421293 -0.662666 -1.033480 1.2 -0.3 0.2
H 1.844043 -1.817228 -3.872486 0.1 0.6 0.4
H 1.561203 -3.034006 -2.731654 0.2 1.1 0.6
H 3.078651 -2.109174 -2.623787 0.2 0.1 0.1
```
Forces are in eV/Å.

Energy relative to the best compared isomer or geometry (same formula, charge and spin) (kcal per mole): 27.9
Frontier orbital gap (Eh): 0.3665
Structure (SMILES): [H]/N=C(\N)NC.CC(=O)O
LUMO (eV): 0.89

natural (NBO) atomic charge list, values in e, 4 entries: -0.420 0.587 -0.621 -0.849

Entry 2:
# C4H11N3O2

A cluster of 2 separate species, C4H11N3O2 in total in a non-equilibrium geometry (ωB97M-V/def2-TZVPD, the OMol25 dataset).

The geometry in XYZ format:
```
20
Properties=species:S:1:pos:R:3:forces:R:3
C 3.234146 0.119325 -2.099728 0.0 0.3 -0.9
C 1.755599 -0.063407 -1.904635 0.1 -0.2 0.0
O 1.457559 -0.351604 -0.644297 2.3 -0.1 0.1
O 0.962759 0.025541 -2.810780 -0.4 0.1 0.1
H 3.759653 -0.831913 -2.103462 0.0 -0.1 0.4
H 3.637247 0.819491 -1.382430 0.2 -0.1 0.4
H 3.384144 0.541814 -3.093519 -0.1 0.0 0.0
C -0.579520 -1.181777 2.128740 -0.1 -0.7 0.3
C -1.772665 0.428311 0.720860 -1.4 1.0 0.5
N -1.096676 0.179707 -0.315363 1.2 -1.3 -0.1
N -1.603612 -0.177341 1.944564 0.7 -0.2 -0.3
N -2.737463 1.406835 0.759052 -0.5 0.5 -0.8
H 0.526280 -0.298802 -0.419122 -2.0 0.2 -0.3
H -1.325231 0.566627 -1.217742 -0.2 0.5 0.3
H -2.452952 -0.323805 2.458381 0.0 0.2 0.1
H -3.403978 1.600670 1.482281 0.3 -0.3 0.3
H -2.853419 1.952480 -0.077232 -0.1 -0.1 0.0
H 0.080138 -0.958952 2.956925 0.1 0.4 0.2
H 0.036448 -1.295307 1.248420 -0.1 0.0 -0.2
H -1.008456 -2.157894 2.369086 -0.1 0.0 -0.2
```
Forces are in eV/Å.

Energy relative to the best compared isomer or geometry (same formula, charge and spin) (kcal per mole): 10.9
Frontier orbital gap (Eh): 0.3681
Structure (SMILES): [H]/N=C(\N)NC.CC(=O)O
LUMO (eV): 0.70

natural (NBO) atomic charge list, values in e, 4 entries: -0.721 0.798 -0.725 -0.621

Entry 3:
# C4H11N3O2

A cluster of 2 separate species, C4H11N3O2 in total in a non-equilibrium geometry (ωB97M-V/def2-TZVPD, the OMol25 dataset).

The geometry in XYZ format:
```
20
Properties=species:S:1:pos:R:3:forces:R:3
C -1.909740 -1.432530 1.161234 5.0 -1.3 -0.1
C -1.830293 -0.996766 -0.296623 -0.7 -2.5 2.7
O -3.110557 -0.858842 -0.599984 -2.0 2.4 -3.1
O -0.871336 -0.958441 -0.981494 0.8 0.6 -1.5
H -2.779479 -1.047765 1.484242 -2.5 1.8 2.0
H -0.918812 -1.206631 1.688928 -1.7 0.5 -0.5
H -1.965108 -2.496007 1.405472 -0.2 -0.3 -1.0
C 2.045689 -0.288944 -1.348656 2.9 -1.3 1.7
C 1.370798 1.222281 0.430087 1.2 -1.8 1.0
N 0.259934 1.522765 -0.094872 0.3 1.0 1.4
N 2.378354 0.277736 -0.045183 -3.7 2.7 -0.3
N 1.669303 1.688081 1.738113 3.0 0.3 -1.1
H -0.044613 0.945352 -0.817990 -0.1 -1.0 -1.6
H -3.323651 -0.289386 -1.419240 0.9 -1.5 1.4
H 3.147182 0.048934 0.536507 0.3 -0.3 0.2
H 2.482260 2.329679 1.689181 -0.4 -0.8 0.3
H 0.971839 2.178292 2.221716 -1.6 0.6 0.1
H 1.431866 -1.148301 -1.276816 -1.1 -0.5 0.1
H 2.971806 -0.672428 -1.757883 0.3 0.1 -0.4
H 1.669990 0.452201 -1.964945 -0.9 1.3 -1.3
```
Forces are in eV/Å.

Energy relative to the best compared isomer or geometry (same formula, charge and spin) (kcal per mole): 44.7
Frontier orbital gap (Eh): 0.3439
Structure (SMILES): [H]/N=C(/N)NC.CC(=O)O
LUMO (eV): 0.70

natural (NBO) atomic charge list, values in e, 4 entries: -0.736 0.825 -0.699 -0.597

Entry 4:
# C4H11N3O2

A cluster of 2 separate species, C4H11N3O2 in total in a non-equilibrium geometry (ωB97M-V/def2-TZVPD, the OMol25 dataset).

The geometry in XYZ format:
```
20
Properties=species:S:1:pos:R:3:forces:R:3
C 1.822101 -0.224796 -2.655801 -1.1 -1.8 -2.3
C 1.305686 1.288883 -0.756413 -1.7 1.9 -0.5
N 1.448799 0.664665 0.332882 0.2 -0.2 0.6
N 1.323641 0.993651 -2.085332 0.6 -1.7 -1.1
N 0.825227 2.676059 -0.753673 -0.2 0.3 1.0
H 1.540566 -0.345970 0.375247 0.4 0.1 -1.0
H 0.315013 -0.859914 1.975837 -1.9 -0.3 -0.1
H 0.720163 1.496627 -2.738994 0.5 0.3 1.2
H 1.491535 3.359691 -0.407222 0.6 -0.3 -0.4
H 0.126734 2.763863 -0.024886 -0.3 -0.4 0.1
H 1.696527 -0.229413 -3.772622 0.3 0.9 0.8
H 1.230013 -1.168587 -2.541308 0.2 0.6 1.1
H 2.863762 -0.453932 -2.535129 0.5 0.2 0.7
C -2.661320 -2.211380 1.749480 0.9 -0.8 0.8
C -1.629908 -1.142419 1.419786 -0.2 -0.8 0.8
O -0.500541 -1.435350 2.113637 1.6 0.6 -0.2
O -1.838890 -0.195380 0.726972 0.4 0.3 -0.3
H -2.842301 -2.870375 0.904030 -0.5 0.6 -0.4
H -3.522676 -1.710896 2.181579 -0.3 -0.2 -0.4
H -2.270068 -2.945698 2.485586 -0.1 0.8 -0.1
```
Forces are in eV/Å.

Energy relative to the best compared isomer or geometry (same formula, charge and spin) (kcal per mole): 38.4
Frontier orbital gap (Eh): 0.3652
Structure (SMILES): [H]/N=C(/N)NC.CC(=O)O
LUMO (eV): 0.75

natural (NBO) atomic charge list, values in e, 4 entries: -0.436 0.599 -0.777 -0.620

Entry 5:
# C4H11N3O2

A cluster of 2 separate species, C4H11N3O2 in total in a non-equilibrium geometry (ωB97M-V/def2-TZVPD, the OMol25 dataset).

The geometry in XYZ format:
```
20
Properties=species:S:1:pos:R:3:forces:R:3
C -0.995418 -2.279952 -0.309502 -1.9 -1.0 0.0
C -0.235231 -3.051458 -1.338172 2.0 1.8 -1.9
O 1.014369 -2.497224 -1.556071 0.0 -0.4 0.6
O -0.564826 -3.818657 -2.190068 -1.2 -0.8 0.9
H -1.621274 -1.573049 -0.859661 0.8 0.7 -0.1
H -0.378925 -1.858866 0.472726 -0.1 0.2 0.0
H -1.848064 -2.844608 0.084044 0.6 -0.5 0.4
C -1.211136 1.849371 0.740428 -0.7 1.4 -0.3
C 1.060728 1.577967 0.163723 0.4 -0.3 -0.9
N 1.384645 0.938290 -0.876166 -0.1 -1.1 -0.6
N 0.008839 2.519482 0.247896 -0.1 -0.4 0.6
N 1.845990 1.344811 1.256941 0.3 0.0 1.7
H 0.826959 1.094706 -1.705883 -0.1 0.5 0.2
H 1.263457 -1.817122 -0.917534 -0.1 0.2 0.0
H 0.280376 3.272883 0.869150 -0.1 0.0 0.0
H 2.396351 0.502874 1.221955 0.2 0.1 -0.5
H 1.485529 1.437854 2.194100 -0.4 0.5 -0.2
H -1.418676 1.022270 0.076215 0.0 -0.5 0.3
H -2.042603 2.544780 0.614051 0.0 0.1 -0.2
H -1.251086 1.635649 1.811830 0.5 -0.6 -0.1
```
Forces are in eV/Å.

Energy relative to the best compared isomer or geometry (same formula, charge and spin) (kcal per mole): 34.6
Frontier orbital gap (Eh): 0.3686
Structure (SMILES): [H]/N=C(/N)NC.CC(=O)O
LUMO (eV): 0.43

natural (NBO) atomic charge list, values in e, 4 entries: -0.751 0.782 -0.698 -0.550

Entry 6:
# C4H11N3O2

A cluster of 2 separate species, C4H11N3O2 in total in a non-equilibrium geometry (ωB97M-V/def2-TZVPD, the OMol25 dataset).

The geometry in XYZ format:
```
20
Properties=species:S:1:pos:R:3:forces:R:3
C 2.502333 -0.156576 0.402555 -1.3 -0.1 -2.0
C 0.709161 -0.976808 1.672517 0.3 0.4 0.1
N 0.182725 -1.795755 2.673648 0.0 -1.1 0.2
N 1.939498 -1.080772 1.355716 -0.8 -0.1 -0.1
N -0.307716 -0.077977 1.201644 1.6 -0.5 -0.1
H -0.186086 -1.298209 3.468514 0.0 0.0 0.0
H 0.788820 -2.576850 2.941747 -0.2 0.8 -0.1
H -2.689659 -0.325377 -2.923877 0.9 0.3 0.1
H -1.177736 -0.514837 1.426172 -0.6 -0.1 -0.1
H -0.216978 0.055810 0.198734 0.1 0.1 0.2
H 1.833263 0.043459 -0.524500 0.5 0.2 1.6
H 3.353209 -0.558645 -0.153414 0.4 -0.1 0.8
H 2.740855 0.741562 0.971063 0.2 0.3 -0.5
C -1.439212 1.746471 -1.456506 0.3 2.6 1.1
C -1.015784 0.556543 -2.169134 -1.7 -4.6 -1.6
O -1.976891 0.294021 -3.174343 -1.0 0.8 -0.4
O -0.211066 -0.339507 -2.108414 0.8 2.0 1.5
H -2.258819 1.642157 -0.723497 0.0 -0.9 -0.6
H -1.873706 2.364538 -2.273683 0.6 0.1 0.9
H -0.696204 2.256747 -0.804950 0.0 -0.2 -1.0
```
Forces are in eV/Å.

Energy relative to the best compared isomer or geometry (same formula, charge and spin) (kcal per mole): 47.3
Frontier orbital gap (Eh): 0.3350
Structure (SMILES): CN=C(N)N.CC(=O)O
LUMO (eV): 0.37

natural (NBO) atomic charge list, values in e, 4 entries: -0.447 0.571 -0.862 -0.522